Entry 1:
Here is an isolated molecule of C20H26N4O2 from the OMol25 dataset. Energies are from wB97M-V/def2-TZVPD.

Geometry as XYZ:
```
52
Properties=species:S:1:pos:R:3:lowdin_charge:R:1
C -0.0715 4.2302 3.8754 -0.12
C 1.2423 4.4341 3.1315 -0.27
C 1.1027 4.0946 1.6495 -0.21
C 2.4219 4.2866 0.9038 -0.22
N 2.2817 4.0566 -0.5238 -0.24
C 3.3732 4.6208 -1.2869 -0.10
C 2.0058 2.6700 -0.8605 -0.19
C 0.5575 2.5174 -1.3590 -0.15
N 0.2014 1.1328 -1.5549 0.07
C -0.3234 0.3882 -0.5531 -0.42
O -0.6523 0.8826 0.5162 0.04
C -0.4669 -1.0400 -0.8939 -0.11
C 0.2429 -1.7420 -1.8470 0.06
C -0.2068 -3.0688 -1.7972 -0.07
C 0.2259 -4.2049 -2.5773 -0.43
O 1.0757 -4.2149 -3.4471 0.07
N -0.4446 -5.3615 -2.2335 0.16
C -1.4360 -5.4937 -1.2924 -0.17
C -2.0161 -6.7478 -1.0985 -0.02
C -3.0216 -6.9214 -0.1740 -0.08
C -3.4665 -5.8367 0.5703 -0.09
C -2.9023 -4.5917 0.3945 -0.03
C -1.8721 -4.3831 -0.5298 -0.07
C -1.1976 -3.1442 -0.8070 -0.09
N -1.3296 -1.9067 -0.2608 -0.01
C -2.2237 -1.5214 0.7993 0.00
H 0.0474 4.4495 4.9342 0.07
H -0.4089 3.2018 3.7700 0.07
H -0.8417 4.8842 3.4728 0.07
H 2.0126 3.7990 3.5758 0.11
H 1.5672 5.4719 3.2407 0.11
H 0.7598 3.0635 1.5561 0.10
H 0.3507 4.7420 1.1950 0.12
H 3.1952 3.6319 1.3469 0.13
H 2.7498 5.3210 1.0382 0.12
H 4.3481 4.1621 -1.0556 0.09
H 3.4383 5.6882 -1.0800 0.08
H 3.1702 4.4924 -2.3492 0.08
H 2.6895 2.3191 -1.6414 0.12
H 2.1394 2.0173 0.0107 0.12
H -0.1210 2.9275 -0.6103 0.11
H 0.4250 3.0605 -2.2961 0.12
H 0.5324 0.6718 -2.3859 0.13
H 1.0216 -1.3894 -2.4931 0.12
H -0.1752 -6.1915 -2.7478 0.16
H -1.6655 -7.5827 -1.6882 0.11
H -3.4633 -7.8959 -0.0327 0.10
H -4.2595 -5.9665 1.2909 0.10
H -3.2770 -3.7741 0.9834 0.08
H -2.0511 -2.1403 1.6809 0.10
H -2.0201 -0.4845 1.0617 0.08
H -3.2636 -1.6137 0.4793 0.10
```

For the LUMO energy, the calculation gives 0.48 eV. The calculation puts the total energy at -31219.0366 eV. The orbital gap comes out at 8.50 eV. For the HOMO energy, the calculation gives -8.03 eV. As for the total charge: 0. Its energy above the lowest of the compared OMol25 structures with the same formula, charge and spin is 67.0 kJ/mol.



Entry 2:
Here is a cluster of 2 separate species, C2H7N4O in total at a distorted geometry from the OMol25 dataset. Energies are from wB97M-V/def2-TZVPD.

Geometry as XYZ:
```
14
Properties=species:S:1:pos:R:3:lowdin_charge:R:1
C -2.3932 -0.2938 0.0392 -0.26
C 0.8464 -0.7903 -0.1383 -0.22
N -3.1556 -1.1229 -0.0958 0.33
N 1.6406 0.2961 0.0997 -0.11
N -1.5993 0.6505 0.0455 0.19
N 1.1593 1.5555 -0.1239 0.01
O 1.3328 -1.9488 -0.0322 0.08
H -3.5723 -2.0356 0.1602 0.17
H 2.6135 0.0009 0.2714 0.16
H -1.6713 1.6104 0.3579 0.15
H -0.6284 0.1227 -0.1205 0.07
H 1.7760 2.2697 0.3496 0.13
H 1.3580 1.8095 -1.1065 0.11
H 2.2935 -2.1240 0.2939 0.18
```

For the LUMO energy, the calculation gives -2.72 eV. The calculation puts the total energy at -10185.0586 eV. The orbital gap comes out at 10.75 eV. For the HOMO energy, the calculation gives -13.46 eV. As for the total charge: +1. Its energy above the lowest of the compared OMol25 structures with the same formula, charge and spin is 408.6 kJ/mol.



Entry 3:
Here is a structure of composition C27H23BrCl2F4N3OV from the OMol25 dataset. Energies are from wB97M-V/def2-TZVPD.

Geometry as XYZ:
```
62
Properties=species:S:1:pos:R:3:mulliken_spin:R:1
V -0.1425 0.6714 -0.0817 2.02
C -0.7503 -1.4174 3.6875 0.00
C -0.3195 -0.9178 2.3166 0.02
N -1.2395 0.0563 1.6631 -0.13
C -2.6141 -0.4829 1.5098 0.05
C -2.6925 -1.8350 0.8274 0.01
C -1.3341 1.3344 2.4062 0.02
C -0.0024 2.0834 2.4590 0.02
N 0.7370 1.8476 1.2274 -0.04
C 2.0426 2.2536 1.1317 0.02
C 2.8102 1.6944 0.1023 -0.02
F 2.1739 0.7906 -0.7019 0.00
C 4.1369 1.9769 -0.1056 0.01
F 4.7841 1.3757 -1.1098 0.00
C 4.8008 2.8645 0.7217 0.00
C 4.0713 3.4355 1.7437 0.00
F 4.6630 4.3115 2.5656 0.00
C 2.7324 3.1524 1.9555 0.00
F 2.0994 3.7950 2.9552 0.00
H 0.0165 -2.0896 4.0732 0.00
H -1.6856 -1.9755 3.6498 0.00
H -0.8632 -0.6080 4.4091 0.00
H -0.1970 -1.7487 1.6191 -0.01
H 0.6518 -0.4252 2.3963 0.00
H -3.1674 0.2614 0.9369 0.00
H -3.0786 -0.5314 2.5020 0.00
H -2.1549 -1.8399 -0.1183 0.00
H -3.7411 -2.0698 0.6414 0.00
H -2.2815 -2.6348 1.4442 0.00
H -1.6815 1.1602 3.4294 0.01
H -2.0875 1.9328 1.8943 -0.01
H 0.5786 1.7730 3.3351 0.00
H -0.2271 3.1448 2.5925 -0.01
H 5.8419 3.1047 0.5699 0.00
Cl 0.4218 0.7151 -3.4031 0.00
C 0.7902 -0.9620 -3.1486 0.00
C 1.4500 -1.6532 -4.1844 0.00
C 1.7743 -2.9638 -4.0251 0.00
Cl 2.5835 -3.7998 -5.3170 0.00
C 1.4685 -3.6534 -2.8225 0.00
C 1.7919 -5.0086 -2.5891 0.00
C 1.4632 -5.5751 -1.3937 0.00
C 0.8110 -4.7823 -0.4261 0.00
N 0.4910 -3.5280 -0.6021 0.00
C 0.8066 -2.9514 -1.7911 -0.01
C 0.4432 -1.5715 -1.9653 0.01
O -0.2109 -0.9676 -0.9939 0.03
H 1.6921 -1.1300 -5.0981 0.00
H 2.2958 -5.5756 -3.3592 0.00
H 1.6940 -6.6086 -1.1762 0.00
H 0.5487 -5.2210 0.5321 0.00
Br -5.1187 4.4640 -2.6662 0.00
C -3.7217 3.4035 -1.9432 0.03
C -3.7842 2.0241 -2.0561 -0.01
C -2.7576 1.2582 -1.5211 0.09
C -1.6616 1.8330 -0.8687 -0.15
C -1.6382 3.2285 -0.7867 0.04
C -2.6539 4.0182 -1.3141 -0.02
H -4.6204 1.5581 -2.5601 0.00
H -2.8146 0.1796 -1.6348 0.00
H -0.8093 3.7289 -0.2956 0.00
H -2.6149 5.0967 -1.2385 0.00
```

For the LUMO energy (alpha / beta), the calculation gives -0.08 / 0.06 eV. The calculation puts the total energy at -166535.9067 eV. The orbital gap (alpha / beta) comes out at 7.89 / 8.18 eV. For the HOMO energy (alpha / beta), the calculation gives -7.97 / -8.12 eV. As for the total charge: 0. Its multiplicity is 3. Its energy above the lowest of the compared OMol25 structures with the same formula, charge and spin is 85.6 kJ/mol. The expectation value of S² is 2.0219.



Entry 4:
Here is a cluster of 2 separate species, C6H4N6 in total at a distorted geometry from the OMol25 dataset. Energies are from wB97M-V/def2-TZVPD.

Geometry as XYZ:
```
16
Properties=species:S:1:pos:R:3:mulliken_spin:R:1
C 0.5994 -1.5262 0.1257 -0.03
C -1.8464 -1.5039 0.3298 -0.04
C -0.6041 1.5087 -1.6412 -0.07
C 0.3804 1.4088 0.4328 -0.06
C -0.5936 -1.1599 0.8275 0.43
C 0.5483 1.1429 -0.9081 0.41
N 1.5578 -1.7027 -0.4443 0.16
N -2.8413 -1.7309 -0.2044 0.21
N -1.4449 1.6819 -2.4405 0.21
N 0.1718 1.5616 1.5743 0.26
N -0.4499 -0.8290 2.1140 0.27
N 1.6971 0.8210 -1.5088 0.26
H 0.2628 -0.1148 2.3546 0.00
H -1.3991 -0.3679 2.5523 0.00
H 1.5394 0.3237 -2.3315 0.00
H 2.4224 0.4866 -0.8323 -0.01
```

For the LUMO energy (alpha / beta), the calculation gives 0.31 / -2.44 eV. The calculation puts the total energy at -15222.4960 eV. The orbital gap (alpha / beta) comes out at 8.42 / 8.94 eV. For the HOMO energy (alpha / beta), the calculation gives -8.11 / -11.37 eV. As for the total charge: 0. Its multiplicity is 3. The expectation value of S² is 2.0282.



Entry 5:
Here is an isolated molecule of C5H12N2S at a distorted geometry from the OMol25 dataset. Energies are from wB97M-V/def2-TZVPD.

Geometry as XYZ:
```
20
Properties=species:S:1:pos:R:3:lowdin_charge:R:1
C -3.0762 -0.0031 1.6919 -0.11
C -1.6627 -0.3816 1.6215 -0.27
N -0.8632 0.0915 0.7706 -0.01
N 0.3230 -0.4530 0.4599 -0.11
C 1.1864 0.1868 -0.5571 -0.87
C 1.7806 -0.7954 -1.5079 -0.15
C 0.4714 1.3538 -1.2376 -0.12
S 2.6150 0.9048 0.4288 0.71
H -3.4207 0.3976 2.7591 0.11
H -3.6964 -1.0221 1.5641 0.11
H -3.2598 0.6219 0.8958 0.03
H -1.3746 -1.3459 2.1679 0.12
H 0.8519 -1.3840 0.6302 0.17
H 2.5732 -1.5004 -1.0711 0.08
H 0.9517 -1.5242 -1.9195 0.13
H 2.2350 -0.1959 -2.2671 0.07
H -0.2825 1.8538 -0.6487 0.06
H 0.0295 1.0290 -2.2623 0.11
H 1.0602 2.2130 -1.5114 0.05
H 3.5582 -0.0465 -0.0070 -0.12
```

For the LUMO energy, the calculation gives 0.84 eV. The calculation puts the total energy at -19192.1545 eV. The orbital gap comes out at 8.70 eV. For the HOMO energy, the calculation gives -7.87 eV. As for the total charge: 0. Its energy above the lowest of the compared OMol25 structures with the same formula, charge and spin is 247.1 kJ/mol.



Entry 6:
Here is a structure of composition C63H39Br12FO11 at a distorted geometry from the OMol25 dataset. Energies are from wB97M-V/def2-TZVPD.

Geometry as XYZ:
```
126
Properties=species:S:1:pos:R:3:lowdin_charge:R:1
C -2.3009 5.8935 3.7417 -0.01
C -0.8853 5.4676 3.5244 -0.33
O -1.2191 4.2115 2.8654 0.05
C -2.4320 4.1801 2.3564 -0.61
O -2.8636 3.2674 1.6520 0.11
O -3.0865 5.2494 2.6931 0.10
F -0.2321 5.1049 4.6555 0.04
H -2.5352 6.9558 3.6723 0.15
H -2.7348 5.4494 4.6375 0.15
H -0.1740 6.0254 2.9153 0.12
C 8.0625 -0.1042 -5.8164 -0.05
C 8.1221 -0.5153 -7.0975 -0.08
C 7.2050 -1.4491 -7.5763 0.02
C 6.1813 -1.8778 -6.6670 -0.04
C 6.0725 -1.3278 -5.3885 -0.14
C 7.0445 -0.5157 -4.8824 0.04
C 4.9274 -1.5331 -4.5603 -0.32
O 4.8358 -1.1077 -3.4335 0.11
C 3.8808 -2.4652 -5.0357 -0.07
C 2.8027 -2.7366 -4.2004 -0.01
C 1.7763 -3.5653 -4.5933 -0.04
C 1.8756 -4.2382 -5.8389 -0.06
C 2.9324 -3.9969 -6.6725 -0.02
C 4.0078 -3.1757 -6.2598 -0.06
C 5.2190 -3.0007 -7.1539 -0.21
O 5.2712 -3.5785 -8.2770 0.05
H 8.7549 0.5647 -5.3270 0.10
H 8.9138 -0.1973 -7.7596 0.11
H 7.1975 -1.8176 -8.5915 0.11
H 6.9200 -0.0331 -3.9242 0.11
H 2.7308 -2.3521 -3.1937 0.11
H 0.8018 -3.4856 -4.1346 0.09
H 1.1416 -4.9587 -6.1684 0.10
H 2.8757 -4.3803 -7.6806 0.12
C 12.2408 5.1480 -1.7732 -0.04
C 11.9687 4.6311 -3.1048 -0.02
C 10.7209 4.1447 -3.3100 -0.05
C 9.7882 4.0758 -2.3310 -0.08
C 10.0212 4.5890 -1.0311 -0.07
C 11.2792 5.1682 -0.8315 -0.02
C 8.9832 4.5043 0.0048 -0.23
O 9.1234 5.0638 1.1133 0.08
C 7.6482 3.8438 -0.3941 -0.04
C 6.5078 3.9096 0.4740 0.00
C 5.2126 3.3888 0.2351 -0.04
C 5.1000 2.7969 -1.0311 -0.04
C 6.2046 2.7542 -1.9457 0.01
C 7.4211 3.3458 -1.6800 -0.11
C 8.5091 3.3622 -2.6659 -0.26
O 8.3978 2.7804 -3.7357 0.09
H 13.2519 5.5144 -1.6735 0.10
H 12.5052 4.8050 -4.0259 0.11
H 10.5015 3.7624 -4.2960 0.12
H 11.4618 5.5854 0.1478 0.12
H 6.6147 4.2254 1.5013 0.09
H 4.3727 3.5818 0.8861 0.06
H 4.1802 2.4245 -1.4573 0.10
H 5.8938 2.1771 -2.8040 0.11
C 1.2811 0.2834 -0.0527 -0.03
C 0.6204 0.9852 1.0326 -0.08
C -0.6237 0.5086 1.4164 -0.02
C -1.1566 -0.7057 0.9168 -0.04
C -0.5248 -1.2822 -0.2334 -0.09
C 0.6843 -0.8039 -0.6528 -0.04
C -1.2040 -2.4428 -0.9615 -0.21
O -0.6513 -2.7950 -2.0356 0.05
C -2.3274 -3.1310 -0.2277 -0.14
C -2.6849 -4.3797 -0.5958 0.00
C -3.6843 -5.1142 0.1802 -0.02
C -4.3244 -4.5338 1.2395 -0.07
C -3.8517 -3.3297 1.6576 -0.02
C -2.8995 -2.5913 0.9358 -0.09
C -2.4760 -1.3028 1.5884 -0.23
O -3.1221 -0.6955 2.4679 0.05
H 2.2314 0.5156 -0.5104 0.09
H 1.0832 1.7256 1.6683 -0.03
H -1.0973 1.0898 2.1937 0.11
H 1.2607 -1.3220 -1.4049 0.11
H -2.2662 -4.6707 -1.5478 0.04
H -4.0873 -6.0260 -0.2353 0.02
H -5.0689 -4.9298 1.9142 0.07
H -4.2679 -2.9500 2.5790 0.10
C -5.2563 1.1757 4.3260 -0.09
C -5.8593 2.2199 5.0902 0.01
C -7.2614 2.0440 5.4585 0.01
C -7.9506 0.9671 4.9359 -0.08
C -7.2982 -0.1102 4.3047 -0.06
C -5.9253 0.1414 3.9209 -0.03
C -7.9351 -1.3266 3.8065 -0.27
O -7.2689 -2.3166 3.3862 -0.01
C -9.4099 -1.4034 3.9268 -0.07
C -10.0538 -2.5916 3.4328 0.02
C -11.4493 -2.6872 3.5143 -0.04
C -12.2156 -1.6101 4.0777 -0.04
C -11.5150 -0.5178 4.5390 -0.01
C -10.1189 -0.3266 4.4831 -0.09
C -9.4911 0.8015 5.1648 -0.26
O -10.1108 1.6155 5.8326 0.10
H -4.2048 1.3283 4.1322 0.11
H -5.2695 3.0517 5.4462 0.09
H -7.7741 2.7640 6.0791 0.11
H -5.4110 -0.5567 3.2771 0.10
H -9.5131 -3.3502 2.8864 0.11
H -11.9845 -3.5986 3.2926 0.10
H -13.2891 -1.7216 4.1189 0.10
H -12.0020 0.2381 5.1371 0.11
C 2.6164 3.1728 3.9519 -1.43
Br 2.7196 1.2684 3.6425 0.66
Br 1.7915 4.2844 2.5369 0.72
Br 4.4956 3.8828 4.1888 0.52
H 2.0756 3.2787 4.8923 -0.02
C -6.4377 -3.7025 6.2838 -1.44
Br -4.8074 -2.5880 6.7719 0.51
Br -7.1055 -4.9679 7.6203 0.56
Br -5.8872 -4.8373 4.7306 0.53
H -7.2057 -3.0512 5.8666 -0.04
C -5.3036 -0.6410 -0.9652 -1.49
Br -7.0845 0.1009 -1.2626 0.54
Br -4.1721 0.9528 -0.7612 0.56
Br -4.6552 -1.5070 -2.6401 0.54
H -5.1849 -1.1617 -0.0150 -0.03
C -3.5328 -7.1863 -3.8981 -1.57
Br -4.1853 -7.8940 -2.2346 0.63
Br -3.4551 -8.5197 -5.4195 0.50
Br -1.8232 -6.3929 -3.6563 0.62
H -4.1321 -6.3633 -4.2874 -0.02
```

For the LUMO energy, the calculation gives -1.40 eV. The calculation puts the total energy at -931708.7244 eV. The orbital gap comes out at 7.83 eV. For the HOMO energy, the calculation gives -9.23 eV. As for the total charge: 0. Its energy above the lowest of the compared OMol25 structures with the same formula, charge and spin is 367.8 kJ/mol.